6 unconnected molecules or ions with the total composition C24H39ClFO13P. Source: OMol25; level of theory: ωB97M-V/def2-TZVPD.

Summary:
SMILES string: CO[C@@H](COCF)P(O)Cl.O=C1CCCO1.O=C1CCCO1.O=C1CCCO1.O=C1CCCO1.O=C1CCCO1
E_LUMO in eV: 0.311
Calculated total energy in a.u.: -2817.37745
Orbital gap in eV: 9.30

Atoms and positions in Å:
C: 4.250 6.864 -2.444
O: 3.789 5.471 -2.545
C: 4.560 4.698 -3.536
C: 6.095 4.507 -2.963
O: 5.964 4.307 -1.493
C: 6.350 2.935 -1.114
F: 6.006 2.666 0.331
P: 3.655 2.976 -3.657
O: 4.110 2.140 -5.129
Cl: 1.567 3.544 -3.714
H: 3.339 7.510 -2.036
H: 4.629 7.337 -3.448
H: 5.086 6.891 -1.596
H: 4.579 5.216 -4.611
H: 6.711 3.665 -3.495
H: 6.690 5.517 -3.113
H: 5.788 2.100 -1.734
H: 7.505 2.724 -1.221
H: 4.825 1.483 -4.811
O: 2.617 -1.580 -2.418
C: 2.338 -0.798 -1.524
C: 2.065 -1.169 -0.098
C: 1.411 0.081 0.435
C: 2.030 1.163 -0.411
O: 2.273 0.557 -1.679
H: 3.013 -1.378 0.405
H: 1.395 -2.029 -0.036
H: 1.564 0.232 1.507
H: 0.331 0.038 0.250
H: 2.984 1.515 -0.003
H: 1.360 2.019 -0.533
O: -3.586 2.874 0.819
C: -2.873 2.888 -0.171
C: -3.207 2.263 -1.491
C: -1.865 2.237 -2.178
C: -1.161 3.423 -1.571
O: -1.664 3.519 -0.240
H: -3.921 2.902 -2.019
H: -3.610 1.256 -1.361
H: -1.929 2.286 -3.268
H: -1.334 1.315 -1.911
H: -1.388 4.355 -2.099
H: -0.076 3.284 -1.546
O: 0.227 -3.208 1.058
C: -0.882 -2.700 1.028
C: -2.093 -3.295 0.374
C: -3.025 -2.112 0.299
C: -2.604 -1.284 1.485
O: -1.204 -1.518 1.630
H: -2.492 -4.087 1.014
H: -1.854 -3.682 -0.619
H: -4.083 -2.386 0.319
H: -2.837 -1.555 -0.628
H: -3.107 -1.593 2.407
H: -2.785 -0.218 1.323
O: -3.931 -1.487 5.046
C: -3.232 -0.580 5.468
C: -1.737 -0.521 5.379
C: -1.404 0.566 6.370
C: -2.630 1.440 6.325
O: -3.715 0.554 6.055
H: -1.451 -0.245 4.360
H: -1.287 -1.475 5.663
H: -0.482 1.104 6.135
H: -1.296 0.129 7.370
H: -2.580 2.185 5.525
H: -2.800 1.952 7.276
O: -4.594 -5.321 0.053
C: -3.866 -6.251 -0.254
C: -4.328 -7.608 -0.690
C: -3.070 -8.429 -0.554
C: -1.985 -7.413 -0.793
O: -2.503 -6.182 -0.288
H: -4.667 -7.554 -1.728
H: -5.123 -7.981 -0.041
H: -3.025 -9.278 -1.242
H: -2.995 -8.818 0.469
H: -1.761 -7.287 -1.857
H: -1.062 -7.669 -0.264